The following is a DFT calculation (wB97M-V/def2-TZVPD) of a 3-piece molecular cluster, C24H59BBrFIN6O9P3 overall in a non-equilibrium geometry.

ORCA input file:
```
! wB97M-V def2-TZVPD RIJCOSX def2/J DEFGRID3
* xyz 0 1
C 0.59 -3.24 5.61
H -0.35 5.95 -7.60
H -0.78 0.00 -2.29
H 0.81 -5.55 -0.03
F 1.58 0.23 0.24
O 0.53 -3.04 3.15
H 2.77 0.99 2.50
H -2.50 -0.97 0.01
P 2.69 5.21 -0.11
H -3.06 -4.76 2.92
N -0.99 -7.42 2.17
H -1.34 -0.50 5.48
N 0.63 3.06 1.90
H -0.94 -9.43 1.73
H -1.93 1.37 1.14
N 3.88 4.92 1.06
H -1.54 1.82 5.43
C -1.66 -6.39 2.97
C -2.88 -5.69 2.38
N 4.95 2.65 -1.23
H 0.53 6.14 -4.18
C -1.12 1.38 4.53
C -1.23 0.63 0.77
C -0.88 -1.86 1.16
H -2.06 7.11 -5.33
H -3.78 -6.30 2.46
H 3.52 4.71 1.98
H 1.32 3.80 -3.86
H -0.10 -4.89 1.32
C 2.09 0.93 -1.99
C -1.89 -0.75 0.87
H 1.52 6.48 1.12
H -0.35 3.28 -3.54
H 3.07 1.35 -2.20
H -2.82 2.75 -5.74
H 0.34 6.92 -6.33
H -0.37 0.62 1.42
C -1.81 6.95 -6.38
H -1.32 -6.76 0.17
H -2.58 -0.69 1.71
H -2.39 -0.27 4.08
C 0.34 4.13 -3.51
H 5.51 1.98 -1.73
C -2.96 -8.83 1.32
H 0.56 3.52 2.79
C -0.47 6.22 -6.55
H 2.45 3.59 -1.63
C -1.39 -0.11 4.47
H 4.51 5.70 1.09
Br -2.30 1.94 -1.53
C -1.66 -8.71 2.13
N -0.23 5.03 -5.75
O 1.38 5.58 0.83
H -0.49 2.98 -5.70
H 0.22 3.59 1.15
H -0.32 -2.68 5.74
I 1.03 -1.18 -4.08
H 1.75 -1.86 4.39
O -0.39 -0.69 3.63
H 4.26 3.07 -1.84
O -0.58 -0.19 -1.37
C -2.47 3.78 -5.69
H -0.05 1.56 4.53
H -2.74 -5.43 1.32
C 0.42 -5.78 0.96
C -1.00 3.85 -6.11
P -0.74 -2.09 2.94
O 2.58 1.92 2.67
H -0.93 3.72 -7.20
H -2.87 -8.38 0.33
H 5.08 -0.06 0.29
N 2.23 3.67 -0.65
C 2.17 -0.56 -2.29
H 1.41 1.36 -2.71
B 1.87 2.48 1.62
H -3.11 4.37 -6.35
H 1.26 -5.98 1.62
H 0.10 -1.64 0.76
H -1.74 7.94 -6.85
H -2.63 6.43 -6.86
H -3.20 -9.89 1.17
H 0.06 -7.82 0.44
O 0.28 1.86 -0.71
C -0.16 5.31 -4.32
C 2.46 2.43 0.10
C -0.50 -6.99 0.88
H 1.23 -3.01 6.45
H 2.16 -3.54 4.23
O 4.31 0.34 -0.11
O -1.94 -2.73 3.48
H 0.43 4.42 -2.46
P 4.31 1.96 0.23
H -0.92 -5.63 3.21
C 1.57 1.32 -0.59
C -0.78 0.95 -0.64
C 1.32 -2.86 4.34
H -1.54 1.89 3.67
H -3.80 -8.38 1.84
H -1.19 -2.82 0.77
O 2.80 -1.41 -1.71
H -1.85 -9.03 3.15
H -2.62 4.12 -4.67
H -1.92 -6.83 3.93
H 0.38 -4.30 5.58
H -1.13 5.63 -3.91
*
```

Calculated values
* energy: -5976.27141 Eh
* Kohn-Sham gap: 7.874 eV
* SMILES: CCOP(=O)(CCC[C@@](O)(Br)O[C@@](F)(CC(=O)I)[C@@](NP(N)O)(B(N)O)P(N)O)OCC.CCN(CC)CC.CCN(CC)CC
* max |F|: 0.0592 hartree/bohr
* HOMO: -0.28186 hartree

The following is a DFT calculation (wB97M-V/def2-TZVPD) of a 5-piece molecular cluster, C24H59BO4 overall.

ORCA input file:
```
! wB97M-V def2-TZVPD RIJCOSX def2/J DEFGRID3
* xyz 0 1
H -7.10 0.43 -6.93
H -7.12 2.20 -6.82
H 8.23 -3.18 6.96
C 8.31 -2.00 2.81
C 8.17 -3.73 6.02
H -1.39 2.92 -1.91
H 9.12 -3.61 5.50
H 9.14 -1.53 2.30
C 3.99 -0.42 6.29
H -4.67 -0.01 0.98
C -3.05 -2.66 -2.23
H 2.11 1.28 0.90
C 7.00 -3.25 5.18
C -3.56 1.15 -0.45
H -3.63 3.54 -5.13
H 3.81 0.84 4.54
H 9.05 -1.49 4.78
H 0.62 3.45 0.31
H -4.21 -3.49 -5.23
H 1.32 -0.62 5.92
H -0.11 1.01 -1.16
O -4.69 1.15 -5.90
C -3.29 -1.71 -4.43
C -5.96 1.20 -5.27
C -2.09 3.16 0.12
B 1.05 -0.60 0.67
H -3.98 4.37 -6.65
C 0.36 3.06 -0.67
C -1.09 3.42 -0.99
C -4.35 2.26 -6.72
C 0.73 1.57 -0.75
H -3.59 -2.61 -1.29
H 0.60 -0.93 4.35
H 1.15 1.37 3.59
H -5.30 3.87 -5.60
H -3.29 -0.84 0.31
H 7.95 -0.30 4.08
H 4.59 -0.71 4.26
O -3.79 -1.84 -3.11
O 2.59 -0.82 4.30
H 1.56 1.44 -1.43
C 8.13 -1.38 4.19
H -2.53 -3.72 -4.75
H -2.31 -1.21 -4.42
H -1.11 4.49 -1.20
H -3.06 -3.70 -2.56
C 1.11 0.95 0.61
H 1.15 -1.14 1.74
C -4.11 -0.17 0.06
H -2.76 1.61 1.46
H -1.13 -2.82 -1.27
H 6.92 -3.82 4.26
C -7.13 1.27 -6.24
C -2.44 1.70 0.42
H 8.05 -4.79 6.25
H 0.88 -1.25 -0.31
C -4.32 3.59 -5.98
H 6.07 -3.41 5.73
H -4.36 1.89 -0.45
H 8.51 -3.07 2.87
H -3.98 -1.02 -4.93
C -3.22 -3.02 -5.20
H 7.41 -1.86 2.21
C 1.13 1.12 4.65
H 0.98 3.61 -1.38
H 0.42 1.33 1.36
H -1.02 -2.23 -2.92
O 7.01 -1.86 4.91
H -8.07 1.24 -5.69
H -4.74 -0.66 -0.67
H -3.22 1.02 -1.48
H -1.74 3.65 1.03
H -6.02 0.28 -4.70
C 1.38 -0.36 4.86
H -5.01 2.32 -7.58
H 3.21 0.06 6.88
H 3.99 -1.49 6.54
H -2.89 -2.83 -6.22
C 3.77 -0.23 4.80
H 4.94 0.01 6.59
H -1.56 1.05 0.31
H -6.00 2.03 -4.55
H 0.16 1.41 5.06
H -1.61 -1.16 -1.65
H -3.02 3.66 -0.15
C -1.62 -2.19 -2.01
H 1.89 1.73 5.15
H -3.35 2.03 -7.09
*
```

Calculated values
* energy: -1275.52119 Eh
* Kohn-Sham gap: 10.047 eV
* SMILES: BCCCCCCCC.CCOCC.CCOCC.CCOCC.CCOCC
* max |F|: 0.0175 hartree/bohr
* HOMO: -0.34720 hartree

The following is a DFT calculation (wB97M-V/def2-TZVPD) of C24H59ClGaN14O32P2 as an isolated structure in a non-equilibrium geometry.

ORCA input file:
```
! wB97M-V def2-TZVPD RIJCOSX def2/J DEFGRID3
* xyz -1 1
O 6.87 0.79 0.79
H 6.38 -1.27 0.93
H 5.25 2.81 2.29
H -4.79 -5.46 9.66
C -1.26 -3.57 -0.86
O 3.33 0.84 -1.10
H -1.49 0.09 -5.64
H 3.52 0.69 -2.03
C 5.65 -2.06 0.86
H -3.70 -0.05 4.29
H -6.73 -1.85 7.84
C 5.59 -2.81 -0.31
C -4.20 -4.81 9.02
H -2.21 8.52 0.00
O -4.81 2.88 -3.54
N 2.94 2.45 -5.33
C -2.31 7.63 0.61
H 3.15 -3.52 2.61
C 3.81 -3.34 1.78
O -4.23 2.67 3.10
H -7.09 0.58 3.61
H 2.72 1.26 -7.04
N -5.59 3.75 -3.21
H 0.19 4.67 -0.90
C -7.09 -0.86 7.64
H -1.47 -3.00 -1.77
N -2.35 6.46 -0.30
C 3.74 -4.06 0.61
N -7.71 -0.89 6.29
H 1.14 4.78 -2.41
C 3.56 -6.90 3.73
H -3.91 2.86 -1.46
Ga 0.62 -3.12 -0.24
H 1.19 -5.69 -0.62
H -8.39 1.22 2.56
C 7.93 -5.96 -1.85
O 1.36 6.98 -1.07
O -6.88 -1.34 2.19
H -2.08 -1.13 0.02
N -7.96 -0.80 2.29
C -8.06 0.39 3.18
O 0.46 0.53 -6.98
H -3.54 -1.62 0.81
H 4.85 -1.75 2.79
O 2.29 2.44 -4.31
C -2.50 -1.89 0.66
O -6.02 3.91 -2.08
N 1.88 5.91 -0.82
H 2.41 -1.73 -2.47
H -7.85 -0.56 8.36
O 0.92 1.67 -1.45
N 4.47 -6.08 4.57
H 2.37 3.01 -7.26
H -3.35 -3.37 -0.54
N -4.43 1.89 4.01
N -5.12 -3.78 8.46
O -1.49 5.62 -0.17
O -3.54 0.31 -1.27
O 4.13 2.69 -5.39
C -2.93 2.53 -1.17
H 3.59 -6.50 2.72
P 1.24 -1.35 -1.76
C 4.77 -2.34 1.90
O -3.24 6.43 -1.12
H 5.62 4.67 -6.84
C 2.25 2.14 -6.61
H -1.30 -4.62 -1.16
H -6.74 5.39 -3.83
O -1.84 0.92 -2.44
O 3.75 4.30 -9.15
H 4.56 -4.42 -1.31
H 2.56 -6.81 4.15
P 1.78 0.47 -0.77
H -2.57 -4.03 0.86
H 8.70 -5.53 -1.22
C 5.80 2.76 1.35
N 6.88 1.75 1.53
C -2.45 -3.29 0.08
O 7.69 1.94 2.42
H -8.79 0.16 3.94
O 1.66 -0.27 -5.38
H 2.30 -4.71 -1.54
H -0.54 0.33 -4.14
H 7.17 -6.46 -1.25
H -6.28 -0.15 7.61
O -6.05 -4.17 7.80
H 6.16 5.77 -8.14
H 1.75 3.81 -1.04
C 4.64 -3.80 -0.42
O -4.87 -2.61 8.70
N -2.76 1.14 -1.67
O -5.47 1.81 4.64
O -8.89 -0.60 6.19
O 7.64 -3.73 -2.38
O -6.98 -1.21 5.38
H -2.83 2.50 -0.09
H 0.74 -2.68 1.27
O 2.90 5.76 -0.18
C -6.06 4.68 -4.27
H 6.26 -2.62 -1.14
H 0.92 1.57 -2.41
H 1.20 1.95 -6.40
C 1.19 4.69 -1.33
H -3.79 -5.36 8.18
C 5.62 4.86 -7.91
O 3.60 5.97 -7.81
H -1.47 7.52 1.28
H 3.90 -7.93 3.76
H 5.16 2.43 0.54
H -3.10 1.18 5.45
H -6.54 4.08 -5.04
C -3.33 0.97 4.41
H -3.25 7.65 1.16
N 7.25 -4.86 -2.58
H 8.34 -6.64 -2.59
H -2.48 1.15 3.77
O 6.35 -5.17 -3.32
O -8.97 -1.15 1.72
H 6.02 4.01 -8.45
O 5.40 -6.63 5.12
H -2.15 3.15 -1.61
N 4.21 5.06 -8.33
O 4.20 -4.90 4.63
N 0.59 0.03 -5.87
O 1.56 0.52 0.68
H 6.28 3.71 1.14
C -0.63 -0.23 -5.07
O 2.80 -5.05 0.47
Cl -1.79 -1.77 2.31
H -5.18 5.17 -4.67
C 1.81 -4.79 -0.57
H -0.67 -1.29 -4.86
H -3.42 -4.31 9.58
*
```

Calculated values
* energy: -7190.59712 Eh
* Kohn-Sham gap: 5.717 eV
* max |F|: 0.0369 hartree/bohr
* HOMO: -0.17119 hartree

The following is a DFT calculation (wB97M-V/def2-TZVPD) of C24H59F2NO8Si2 as an isolated structure.

ORCA input file:
```
! wB97M-V def2-TZVPD RIJCOSX def2/J DEFGRID3
* xyz 0 1
C -2.96 -0.35 0.61
H -4.19 0.25 -1.08
O 4.57 -1.96 1.79
H 5.49 6.69 1.31
C 6.42 4.35 0.64
H 7.24 5.08 0.59
H 7.06 -1.21 2.61
H 3.91 8.02 -1.09
H -6.79 -6.29 1.91
H 6.61 3.57 -0.09
F -3.81 -3.91 1.77
H 0.72 -1.88 2.98
H 4.28 4.31 0.45
C 7.43 0.32 -1.19
H 6.74 0.25 -3.23
O -6.50 -5.74 4.56
C -4.31 0.05 -0.01
H 4.02 9.12 -3.95
H -3.07 -0.52 1.68
C -6.72 1.52 -3.06
C 3.87 -1.23 -1.46
H 1.42 -0.34 2.49
H 6.43 3.90 1.64
C 6.23 -0.56 2.90
H 5.08 5.47 -0.62
Si -2.06 -1.75 -0.24
C -6.80 -2.34 1.57
H 2.71 9.40 -2.79
O 5.56 7.64 -2.29
H -2.28 0.51 0.51
H 2.80 -2.58 -0.21
C -6.96 -2.54 -0.82
H 3.64 7.09 -2.56
C -5.98 -1.58 -0.96
H -4.65 0.98 0.46
H 8.47 -0.07 -3.04
H 6.49 -0.09 3.85
H -1.50 -1.25 -1.50
H 6.12 0.21 2.14
H -8.39 -7.01 2.06
C -7.37 -2.94 0.45
H -6.70 2.55 -4.95
C 5.09 5.03 0.38
H -8.36 -6.52 4.53
H -7.39 -3.01 -1.70
O -5.31 1.26 -3.02
H 8.32 0.61 -0.63
O -3.07 -3.04 -0.62
C 3.78 9.21 -2.89
H 4.38 -1.20 -2.42
C -0.64 -2.36 0.83
O 4.79 6.04 1.35
Si -3.35 -4.34 0.30
H -0.99 -2.69 1.82
H -7.17 0.60 -3.45
H 6.06 8.38 -1.93
H -0.09 -0.38 0.92
H 2.15 -1.84 1.92
C -5.39 -0.98 0.15
C 3.32 -2.61 -1.17
H -5.90 -5.27 3.98
H -5.38 -0.92 2.30
C -7.70 -6.00 3.84
H 2.35 -0.26 -0.72
H 4.12 -0.72 3.31
C 1.20 -1.35 2.15
C 7.64 0.53 -2.68
H -0.18 -3.22 0.32
C 4.17 7.94 -2.15
F -4.53 -5.20 -0.33
C 4.95 -1.36 3.03
H 5.57 0.88 -1.13
C -7.07 2.70 -3.94
C -5.82 -1.37 1.42
H 5.28 -2.54 1.51
H -8.15 2.86 -3.97
H 5.05 -2.13 3.81
H -2.17 -5.19 0.44
H -7.10 1.67 -2.05
H -8.19 -5.05 3.57
H 7.24 -0.74 -0.98
H -8.12 -3.71 0.56
H -7.11 -2.64 2.57
C -7.46 -6.82 2.59
H -4.88 2.04 -2.67
H 7.85 1.58 -2.88
H -5.65 -1.27 -1.95
H 2.60 -2.92 -1.93
O 2.84 -0.25 -1.55
H -6.61 3.62 -3.55
H -7.00 -7.78 2.83
O 6.38 1.12 -0.67
H 4.58 -0.95 -0.68
N 0.36 -1.29 0.96
H 4.11 -3.36 -1.11
H 4.32 10.07 -2.49
*
```

Calculated values
* energy: -2385.40342 Eh
* Kohn-Sham gap: 9.585 eV
* max |F|: 0.0142 hartree/bohr
* HOMO: -0.32996 hartree